Entry 1:
Below is one molecule with the formula C4H8OS2, with properties calculated with ωB97M-V with the def2-TZVPD basis set.

Positions of all 15 atoms, in Å:
C  -0.70413  -0.16016  1.78760
C  0.11580  0.72866  0.92614
O  0.85124  1.58724  1.65917
S  -0.68019  1.34777  -0.62625
C  -0.67588  -0.13941  -1.67194
C  0.82963  -0.72061  -1.59299
S  1.42943  -0.72719  0.10888
H  -0.76292  -1.24817  1.33735
H  -1.77668  0.08075  1.89171
H  -0.08954  -0.32327  2.70933
H  1.39956  2.21576  1.22047
H  -0.89238  0.33627  -2.55091
H  -1.40712  -0.95031  -1.31965
H  0.75670  -1.78859  -1.73451
H  1.60647  -0.23875  -2.14440

For the energy above the lowest of the compared OMol25 structures with the same formula, charge and spin, the calculation gives 1.503 eV. The frontier orbital gap comes out at 8.99 eV. The SMILES is CC1(O)SCCS1. The value obtained for the energy is -27994.19826 eV. For the maximum force, the calculation gives 4.596 eV Å⁻¹. As for the LUMO energy: 0.70 eV. The value obtained for the HOMO energy is -8.3 eV.

Atom-resolved charges from Löwdin, all expressed in e: C -0.168; C -0.931; O -0.049; S 0.866; C -0.473; C -0.557; S 0.756; H 0.086; H 0.081; H 0.100; H 0.095; H 0.008; H 0.106; H 0.039; H 0.042

=====

Entry 2:
Below is C4H8P2 as an isolated structure, with properties calculated with ωB97M-V with the def2-TZVPD basis set.

Positions of all 14 atoms, in Å:
C  -1.33315  1.45862  -0.44469
C  -2.72751  1.83159  -0.17815
C  1.80553  -1.97418  0.87913
C  1.83618  -1.30175  -0.45346
P  0.06583  2.38637  -0.32923
P  0.08267  0.30986  -1.09598
H  -3.12130  2.37092  -1.13368
H  -2.96372  2.56549  0.72376
H  -3.35091  1.03949  0.03621
H  2.00170  -2.98505  0.94699
H  0.83962  -1.84605  1.33707
H  2.49457  -1.40355  1.48217
H  1.71423  -1.81049  -1.34386
H  2.65626  -0.64125  -0.42629

For the energy above the lowest of the compared OMol25 structures with the same formula, charge and spin, the calculation gives 3.942 eV. The frontier orbital gap (alpha / beta) comes out at 6.81 / 6.84 eV. The value obtained for the energy is -22850.50637 eV. For the maximum force, the calculation gives 3.318 eV Å⁻¹. As for the LUMO energy (alpha / beta): -0.22 / -0.23 eV. The value obtained for the HOMO energy (alpha / beta) is -7.0 / -7.1 eV.

Atom-resolved charges from Löwdin, all expressed in e: C -0.962; C -0.230; C -0.198; C -0.266; P 0.622; P 0.648; H 0.109; H 0.109; H 0.015; H 0.036; H 0.052; H 0.063; H -0.009; H 0.010

=====

Entry 3:
Below is a 2-piece molecular cluster, C4H8P2 overall, with properties calculated with ωB97M-V with the def2-TZVPD basis set.

Positions of all 14 atoms, in Å:
C  -1.55016  -0.86550  0.47486
C  0.87159  -0.52392  -1.27286
C  0.64680  1.12015  0.60949
C  0.64660  -0.24359  0.21059
P  -2.25866  0.44693  1.50805
P  -2.52222  0.13607  -0.53008
H  -1.63567  -1.92509  0.49016
H  0.18716  -1.32847  -1.60809
H  1.93428  -0.85892  -1.37979
H  0.67996  0.46133  -1.77926
H  1.45565  1.49528  1.23555
H  -0.20053  1.28154  1.37589
H  0.64922  1.85285  -0.15482
H  1.09598  -1.04864  0.82030

For the energy above the lowest of the compared OMol25 structures with the same formula, charge and spin, the calculation gives 3.429 eV. The frontier orbital gap (alpha / beta) comes out at 6.45 / 6.45 eV. The value obtained for the energy is -22851.01948 eV. For the maximum force, the calculation gives 3.768 eV Å⁻¹. As for the LUMO energy (alpha / beta): -0.82 / -0.82 eV. The value obtained for the HOMO energy (alpha / beta) is -7.3 / -7.3 eV.

Atom-resolved charges from Löwdin, all expressed in e: C -0.910; C -0.143; C -0.212; C -0.321; P 0.559; P 0.583; H -0.011; H 0.061; H 0.078; H 0.075; H 0.083; H -0.013; H 0.065; H 0.105

=====

Entry 4:
Below is one molecule with the formula C4H8S, with properties calculated with ωB97M-V with the def2-TZVPD basis set.

Positions of all 13 atoms, in Å:
C  0.95573  -0.31599  -1.43468
C  0.17840  0.08757  -0.24354
S  -1.19795  -0.77859  0.34249
C  0.25964  1.51896  0.11818
C  0.88623  0.52623  1.01215
H  2.06415  -0.30430  -1.34364
H  0.72723  0.14964  -2.47700
H  0.64257  -1.39129  -1.81449
H  -0.82173  -2.06170  0.39268
H  0.97527  1.98835  -0.50749
H  -0.59458  2.10600  0.40569
H  0.39485  0.46977  2.07424
H  2.09946  0.60043  1.07750

For the energy above the lowest of the compared OMol25 structures with the same formula, charge and spin, the calculation gives 1.692 eV. The frontier orbital gap comes out at 9.44 eV. The SMILES is CC1(S)CC1. The value obtained for the energy is -15110.69336 eV. For the maximum force, the calculation gives 4.980 eV Å⁻¹. As for the LUMO energy: 0.94 eV. The value obtained for the HOMO energy is -8.5 eV.

Atom-resolved charges from Löwdin, all expressed in e: C -0.118; C -0.911; S 0.803; C -0.180; C -0.227; H 0.084; H 0.105; H 0.099; H -0.122; H 0.095; H 0.104; H 0.120; H 0.149

=====

Entry 5:
Below is one molecule with the formula C4H8S, with properties calculated with ωB97M-V with the def2-TZVPD basis set.

Positions of all 13 atoms, in Å:
C  -0.64334  1.57843  0.16880
C  -0.24233  0.10116  -0.04404
S  1.57012  -0.12345  -0.14056
C  -1.27437  -0.63697  -0.66733
C  -1.03398  -1.10335  0.62359
H  -0.06556  2.33514  -0.41265
H  -0.48173  1.83102  1.28858
H  -1.67383  1.89456  -0.12860
H  1.81667  -0.43306  1.20065
H  -2.23645  0.20982  -0.66153
H  -1.22988  -1.02584  -1.88403
H  -0.38692  -1.80974  0.98870
H  -1.70006  -0.66237  1.37169

For the energy above the lowest of the compared OMol25 structures with the same formula, charge and spin, the calculation gives 2.772 eV. The frontier orbital gap comes out at 10.06 eV. The SMILES is CC1(S)CC1. The value obtained for the energy is -15109.61368 eV. For the maximum force, the calculation gives 9.860 eV Å⁻¹. As for the LUMO energy: 0.86 eV. The value obtained for the HOMO energy is -9.2 eV.

Atom-resolved charges from Löwdin, all expressed in e: C -0.137; C -0.831; S 0.720; C -0.276; C -0.126; H 0.070; H 0.099; H 0.067; H -0.107; H 0.161; H 0.180; H 0.064; H 0.116

=====

Entry 6:
Below is one molecule with the formula C4H8S2, with properties calculated with ωB97M-V with the def2-TZVPD basis set.

Positions of all 14 atoms, in Å:
C  -0.48289  1.71055  0.10838
C  -0.61153  0.18334  0.25649
S  -2.03826  -0.38220  -0.40759
C  0.03748  -0.53652  1.45585
C  0.56583  -0.72204  0.03896
S  2.21671  -0.09552  -0.46082
H  -0.20059  1.84958  -0.98526
H  0.44923  2.05506  0.69879
H  -1.29489  2.44856  0.40633
H  -1.51726  -0.29547  -1.63420
H  0.32906  0.23973  2.12389
H  -0.59373  -1.28797  1.91532
H  0.31639  -1.53819  -0.55526
H  2.60325  0.36015  0.76685

For the energy above the lowest of the compared OMol25 structures with the same formula, charge and spin, the calculation gives 2.056 eV. The frontier orbital gap comes out at 9.57 eV. The SMILES is C[C@]1(S)C[C@@H]1S. The value obtained for the energy is -25946.35806 eV. For the maximum force, the calculation gives 3.360 eV Å⁻¹. As for the LUMO energy: 0.74 eV. The value obtained for the HOMO energy is -8.8 eV.

Atom-resolved charges from Löwdin, all expressed in e: C -0.135; C -0.985; S 0.839; C -0.104; C -0.614; S 0.718; H 0.084; H 0.083; H 0.091; H -0.094; H 0.092; H 0.096; H 0.052; H -0.124